{"formula": "C9H10N2OS", "method": "ωB97M-V with the def2-TZVPD basis set", "species": ["C", "C", "C", "C", "C", "C", "C", "C", "C", "N", "N", "O", "S", "H", "H", "H", "H", "H", "H", "H", "H", "H", "H"], "coordinates": [[2.82898, 3.76825, 1.66613], [2.39548, 2.79451, 0.79499], [-1.46303, -3.72842, -2.76194], [-2.44529, -4.19834, -1.93269], [1.92073, 4.02704, 2.63311], [1.17327, 2.20200, 1.18783], [-1.71340, -2.22077, -1.06005], [-0.72709, 0.64421, 1.11222], [0.39837, 1.10795, 0.55045], [-1.01031, -2.54093, -2.19480], [-2.53507, -3.25082, -0.90937], [0.78074, 0.80270, -0.68373], [0.57100, 3.05914, 2.55844], [3.72659, 4.28300, 1.66307], [3.10797, 2.42646, 0.11445], [-0.96520, -4.05257, -3.62191], [-2.95116, -5.09852, -1.89245], [1.98525, 4.70235, 3.43894], [-1.01605, 0.83045, 2.12476], [-1.19497, -0.22746, 0.78000], [-0.34575, -1.89179, -2.57232], [-3.15085, -3.27811, -0.11892], [0.62981, -0.16033, -0.87617]], "forces_ev_per_a": [[-1.235, 0.533, 0.964], [-1.415, -1.896, 0.680], [-0.513, 0.555, 1.491], [1.860, 1.761, -0.377], [0.088, 0.281, 0.460], [1.116, 0.824, -1.021], [1.308, 1.186, -0.038], [1.195, -0.228, 0.770], [-1.445, 1.391, 1.886], [-1.381, -0.167, 0.897], [-0.225, -0.580, -0.473], [1.154, -1.837, -1.695], [-0.757, -0.949, -0.495], [1.700, 0.758, -0.410], [0.101, -0.684, -1.312], [0.135, -0.911, -1.060], [-0.940, -1.449, -0.198], [0.222, 0.766, 0.659], [0.223, 0.698, 0.480], [-0.847, -0.998, -1.310], [0.007, -0.214, -0.282], [-0.183, -0.226, -0.067], [-0.170, 1.388, 0.449]], "lowdin_charge": [-0.2004, -0.1084, -0.0933, -0.0816, -0.4544, -0.4248, -0.1210, 0.0427, -0.4545, -0.0072, -0.0137, 0.0404, 1.0696, 0.0851, 0.0986, 0.0895, 0.0813, 0.0511, 0.0385, -0.0046, 0.1171, 0.1272, 0.1228], "e_homo_ev": -7.70, "relative_energy_ev": 2.940, "e_lumo_ev": 0.694, "charge": 0, "orbital_gap_ev": 8.398}